(one)
Formula: C5H12Si
Source: the OMol25 dataset
Level of theory: ωB97M-V/def2-TZVPD

The value obtained for the LUMO energy is -0.6 eV. The HOMO-LUMO gap comes out at 7.7557 eV. As for the multiplicity: 1.

The geometry in XYZ format:
```
18
Properties=species:S:1:pos:R:3:mulliken_charge:R:1
C -1.74 -2.88 -0.83 -0.845
C -0.74 -1.90 -0.31 0.144
C -0.40 -1.60 1.14 -1.044
C 1.58 2.24 -0.64 -0.714
C 0.86 3.01 0.52 -0.836
Si -1.83 -1.07 -1.66 0.063
H -1.35 -3.63 -1.44 0.291
H -2.62 -3.33 -0.19 0.205
H 0.14 -2.23 -0.82 0.301
H -0.55 -0.51 1.52 0.194
H 0.54 -2.00 1.34 0.309
H -1.02 -2.07 1.87 0.380
H 2.41 2.75 -1.20 0.311
H 1.89 1.30 -0.29 0.236
H 0.93 2.16 -1.59 0.198
H 1.39 3.91 0.89 0.292
H 0.69 2.45 1.43 0.276
H -0.18 3.41 0.27 0.238
```


(two)
Formula: C5H12Si
Source: the OMol25 dataset
Level of theory: ωB97M-V/def2-TZVPD

As for the SMILES: C=C(C)[SiH](C)C. The value obtained for the LUMO energy is 1.0 eV. The HOMO-LUMO gap comes out at 10.3398 eV. As for the multiplicity: 1.

The geometry in XYZ format:
```
18
Properties=species:S:1:pos:R:3:mulliken_charge:R:1
C -0.81 -1.35 -1.26 -0.967
C 0.26 -0.64 -0.97 0.537
C 1.41 -0.71 -1.87 -1.074
Si 0.15 0.83 0.62 0.371
C -1.61 1.42 0.54 -0.902
C 0.54 -0.01 2.29 -0.881
H -1.54 -1.22 -0.53 0.311
H -0.86 -2.00 -2.12 0.306
H 1.33 -1.51 -2.68 0.305
H 2.39 -1.03 -1.27 0.217
H 1.65 0.25 -2.30 0.263
H 1.17 1.96 0.29 -0.161
H -2.02 1.52 1.50 0.355
H -1.84 2.29 -0.02 0.305
H -2.03 0.46 0.12 0.166
H 0.04 -1.07 2.30 0.269
H 1.58 0.05 2.31 0.290
H 0.20 0.75 3.06 0.291
```


Which of them is most stable, and which least? Most stable: (two); least stable: (one).


(one)
Formula: C3H3IN2S
Source: the OMol25 dataset
Level of theory: ωB97M-V/def2-TZVPD

The value obtained for the LUMO energy (spin up / spin down) is -0.9 / -2.5 eV. The HOMO-LUMO gap (spin up / spin down) comes out at 8.0295 / 6.2809 eV. As for the multiplicity: 1.

The geometry in XYZ format:
```
10
Properties=species:S:1:pos:R:3:mulliken_charge:R:1
C -0.44 1.83 0.10 -0.721
C -1.24 0.96 -0.51 0.000
C 0.50 1.22 -1.66 0.289
N 0.61 2.08 -0.73 -0.431
N -0.66 0.59 -1.70 -0.104
S -2.27 2.81 -2.90 -0.208
I -2.21 4.53 -1.37 0.209
H -0.56 2.37 1.08 0.353
H -2.13 0.38 -0.31 0.360
H -1.03 0.19 -2.55 0.252
```


(two)
Formula: C3H3IN2S
Source: the OMol25 dataset
Level of theory: ωB97M-V/def2-TZVPD

The value obtained for the LUMO energy is 0.3 eV. The HOMO-LUMO gap comes out at 9.3252 eV. As for the multiplicity: 1.

The geometry in XYZ format:
```
10
Properties=species:S:1:pos:R:3:mulliken_charge:R:1
C -0.11 0.04 -0.18 0.666
C 0.60 -1.17 0.64 -0.176
C -0.08 1.56 -0.30 -0.811
N -0.94 -0.50 -1.01 -0.406
N 0.15 -2.30 0.22 -0.380
S -1.07 -2.10 -0.87 0.181
I 1.71 -1.27 2.34 0.144
H -0.32 2.03 0.74 0.229
H 0.91 1.99 -0.51 0.253
H -0.87 1.72 -1.07 0.301
```


Which of them is most stable, and which least? Most stable: (two); least stable: (one).


(one)
Formula: H4NO3PS
Source: the OMol25 dataset
Level of theory: ωB97M-V/def2-TZVPD

As for the SMILES: NOP(O)(O)=S. The value obtained for the LUMO energy is 0.3 eV. The HOMO-LUMO gap comes out at 9.9795 eV. As for the multiplicity: 1.

The geometry in XYZ format:
```
10
Properties=species:S:1:pos:R:3:mulliken_charge:R:1
N -1.68 1.06 -0.20 -0.397
O -1.05 -0.09 0.47 -0.390
P 0.88 -0.22 0.13 0.754
O 1.23 -1.39 1.16 -0.383
O 0.63 -1.02 -1.23 -0.454
S 1.80 1.48 0.20 -0.324
H -1.76 0.90 -1.19 0.249
H -0.95 1.81 -0.14 0.250
H 1.03 -0.94 1.96 0.332
H -0.14 -1.57 -1.15 0.363
```


(two)
Formula: H4NO3PS
Source: the OMol25 dataset
Level of theory: ωB97M-V/def2-TZVPD

As for the SMILES: O=[PH]1OO1.NS. The value obtained for the LUMO energy is 0.0 eV. The HOMO-LUMO gap comes out at 9.6028 eV. As for the multiplicity: 1.

The geometry in XYZ format:
```
10
Properties=species:S:1:pos:R:3:mulliken_charge:R:1
O 1.22 -1.28 -1.87 -0.551
P 0.73 0.02 -1.49 0.856
O 1.52 0.92 -0.44 -0.208
O 1.51 1.42 -1.87 -0.286
H -0.58 0.42 -1.66 0.166
N -1.26 0.12 1.32 -0.510
S -0.46 -1.18 1.94 -0.097
H -1.66 0.68 2.10 0.270
H -1.82 -0.18 0.55 0.268
H 0.80 -0.95 1.42 0.090
```


Which of them is most stable, and which least? Most stable: (one); least stable: (two).


(one)
Formula: C2H2FIO
Source: the OMol25 dataset
Level of theory: ωB97M-V/def2-TZVPD

The value obtained for the LUMO energy (spin up / spin down) is -1.4 / 0.1 eV. The HOMO-LUMO gap (spin up / spin down) comes out at 6.5274 / 9.3742 eV. As for the multiplicity: 1.

The geometry in XYZ format:
```
7
Properties=species:S:1:pos:R:3:mulliken_charge:R:1
C 0.68 1.11 0.94 0.036
C -0.85 -1.07 -0.83 -0.290
O 1.78 1.52 1.16 -0.318
F -1.43 0.16 -1.10 -0.190
I -0.46 -1.56 1.16 0.211
H 0.11 0.98 0.07 0.253
H 0.18 -1.15 -1.40 0.297
```


(two)
Formula: C2H2FIO
Source: the OMol25 dataset
Level of theory: ωB97M-V/def2-TZVPD

As for the SMILES: O=C=CF.I. The value obtained for the LUMO energy is 0.0 eV. The HOMO-LUMO gap comes out at 9.3337 eV. As for the multiplicity: 1.

The geometry in XYZ format:
```
7
Properties=species:S:1:pos:R:3:mulliken_charge:R:1
O -0.13 2.06 -0.10 -0.314
C -0.77 1.09 0.01 0.655
C -1.56 0.07 0.21 -0.386
F -1.41 -1.11 -0.43 -0.228
H -2.37 0.12 0.92 0.275
I 3.61 -0.66 0.11 -0.093
H 2.62 -1.57 -0.71 0.092
```


Which of them is most stable, and which least? Most stable: (two); least stable: (one).


(one)
Formula: C4H3NOS
Source: the OMol25 dataset
Level of theory: ωB97M-V/def2-TZVPD

As for the SMILES: C#C/C=N/SC=O. The value obtained for the LUMO energy is -0.2 eV. The HOMO-LUMO gap comes out at 9.3342 eV. As for the multiplicity: 1.

The geometry in XYZ format:
```
10
Properties=species:S:1:pos:R:3:mulliken_charge:R:1
C -3.21 -0.09 -0.02 0.328
C -2.00 -0.12 -0.05 -0.633
C -0.56 -0.03 -0.05 -0.079
N 0.09 -1.14 -0.04 -0.438
S 1.81 -1.29 -0.01 0.018
C 2.53 0.28 -0.01 0.144
O 2.01 1.39 -0.02 -0.483
H -4.27 -0.15 0.14 0.406
H -0.05 0.94 0.10 0.456
H 3.66 0.21 -0.04 0.280
```


(two)
Formula: C4H3NOS
Source: the OMol25 dataset
Level of theory: ωB97M-V/def2-TZVPD

As for the SMILES: C#C/C(C=O)=N/S. The value obtained for the LUMO energy is -0.7 eV. The HOMO-LUMO gap comes out at 8.1125 eV. As for the multiplicity: 1.

The geometry in XYZ format:
```
10
Properties=species:S:1:pos:R:3:mulliken_charge:R:1
C 0.59 1.86 2.32 -0.220
C 0.06 1.34 1.19 -0.264
C 0.00 0.32 0.06 0.602
C 1.40 -0.55 0.00 0.029
O 2.36 -0.34 0.65 -0.348
N -1.18 0.11 -0.45 -0.349
S -1.44 -1.01 -1.52 -0.128
H 1.30 2.26 3.21 0.317
H 1.36 -1.57 -0.61 0.205
H -2.51 -0.38 -1.83 0.155
```


(three)
Formula: C4H3NOS
Source: the OMol25 dataset
Level of theory: ωB97M-V/def2-TZVPD

As for the SMILES: C#C/C=N\OC=S. The value obtained for the LUMO energy is -0.5 eV. The HOMO-LUMO gap comes out at 8.7344 eV. As for the multiplicity: 1.

The geometry in XYZ format:
```
10
Properties=species:S:1:pos:R:3:mulliken_charge:R:1
C -0.02 1.56 -2.92 -0.189
C 1.09 1.09 -2.18 -0.233
C 1.51 -0.01 -1.29 0.006
N 0.88 -0.42 -0.27 -0.318
O -0.26 0.42 0.11 -0.094
C -1.10 -0.08 1.17 0.084
S -0.79 -1.10 2.28 -0.270
H -0.58 2.07 -3.58 0.428
H 2.35 -0.78 -1.48 0.319
H -2.11 0.44 0.96 0.268
```


(four)
Formula: C4H3NOS
Source: the OMol25 dataset
Level of theory: ωB97M-V/def2-TZVPD

As for the SMILES: N#C/C=C\OC=S. The value obtained for the LUMO energy is -0.5 eV. The HOMO-LUMO gap comes out at 8.9377 eV. As for the multiplicity: 1.

The geometry in XYZ format:
```
10
Properties=species:S:1:pos:R:3:mulliken_charge:R:1
N 2.62 -1.97 0.01 -0.412
C 2.02 -0.96 0.02 0.333
C 1.50 0.32 -0.10 -0.505
C 0.20 0.53 -0.01 0.242
O -0.76 -0.49 0.10 -0.179
C -2.03 -0.11 0.15 0.047
S -3.33 -1.07 -0.06 -0.225
H 2.23 1.18 -0.14 0.281
H -0.23 1.58 -0.10 0.241
H -2.21 0.99 0.13 0.177
```


Which of them is most stable, and which least? Most stable: (four); least stable: (three).


(one)
Formula: C6H6N2O2
Source: the OMol25 dataset
Level of theory: ωB97M-V/def2-TZVPD

As for the SMILES: O=c1cc[nH]c(=O)[nH]1.C#C. The value obtained for the LUMO energy is -0.1 eV. The HOMO-LUMO gap comes out at 9.4653 eV. As for the multiplicity: 1.

The geometry in XYZ format:
```
16
Properties=species:S:1:pos:R:3:mulliken_charge:R:1
O -1.15 -0.63 0.98 -0.563
C -0.29 0.08 0.48 0.799
C 0.09 0.16 -0.89 -0.572
C 1.06 0.99 -1.35 -0.134
N 1.75 1.74 -0.49 -0.112
C 1.32 1.96 0.85 0.311
O 1.87 2.94 1.42 -0.643
N 0.44 1.05 1.25 -0.041
H -0.65 -0.28 -1.60 0.288
H 1.04 1.22 -2.46 0.299
H 2.45 2.43 -0.80 0.263
H 0.28 1.08 2.22 0.198
C -2.18 -3.79 0.05 -0.123
C -1.93 -2.61 0.05 -0.302
H -2.67 -4.77 0.41 0.285
H -1.42 -1.59 -0.14 0.047
```


(two)
Formula: C6H6N2O2
Source: the OMol25 dataset
Level of theory: ωB97M-V/def2-TZVPD

As for the SMILES: Nc1cncc(C(=O)O)c1. The value obtained for the LUMO energy is 0.3 eV. The HOMO-LUMO gap comes out at 8.7738 eV. As for the multiplicity: 1.

The geometry in XYZ format:
```
16
Properties=species:S:1:pos:R:3:mulliken_charge:R:1
N -2.55 -1.14 -0.03 -0.500
C -1.43 -0.38 -0.03 0.816
C -1.66 1.07 0.19 -0.342
N -0.74 1.95 0.02 -0.567
C 0.55 1.54 -0.13 -0.601
C 0.89 0.23 -0.09 0.283
C 2.30 -0.02 -0.04 0.584
O 3.04 0.92 -0.05 -0.559
O 2.78 -1.33 0.07 -0.489
C -0.08 -0.77 -0.01 -0.594
H -2.32 -2.14 -0.09 0.228
H -3.34 -0.66 -0.41 0.227
H -2.68 1.46 0.29 0.327
H 1.29 2.29 0.01 0.493
H 3.73 -1.21 0.35 0.350
H 0.22 -1.82 -0.05 0.343
```


Which of them is most stable, and which least? Most stable: (two); least stable: (one).


(one)
Formula: C6H6N2O2
Source: the OMol25 dataset
Level of theory: ωB97M-V/def2-TZVPD

As for the SMILES: O=c1cc[nH]c(=O)[nH]1.C#C. The value obtained for the LUMO energy is 0.5 eV. The HOMO-LUMO gap comes out at 9.9644 eV. As for the multiplicity: 1.

The geometry in XYZ format:
```
16
Properties=species:S:1:pos:R:3:mulliken_charge:R:1
O 3.06 -1.78 -0.11 -0.602
C 2.29 -0.85 0.02 0.537
C 2.57 0.53 -0.27 -0.604
C 1.59 1.45 -0.12 -0.133
N 0.34 1.12 0.25 -0.051
C -0.09 -0.18 0.53 0.243
O -1.25 -0.44 0.82 -0.561
N 0.93 -1.08 0.38 -0.065
H 3.57 0.74 -0.55 0.400
H 1.72 2.47 -0.36 0.412
H -0.38 1.81 0.24 0.205
H 0.71 -2.07 0.45 0.217
C -3.58 0.02 -0.01 -0.395
C -3.87 -0.95 -0.60 -0.339
H -3.63 1.13 0.18 0.308
H -3.97 -1.92 -0.87 0.427
```


(two)
Formula: C6H6N2O2
Source: the OMol25 dataset
Level of theory: ωB97M-V/def2-TZVPD

As for the SMILES: O=c1cc[nH]c(=O)[nH]1.C#C. The value obtained for the LUMO energy is -0.3 eV. The HOMO-LUMO gap comes out at 9.6350 eV. As for the multiplicity: 1.

The geometry in XYZ format:
```
16
Properties=species:S:1:pos:R:3:mulliken_charge:R:1
O -2.68 -0.76 -0.73 -0.540
C -1.64 -0.22 -0.95 0.458
C -1.42 0.70 -1.98 -0.563
C -0.20 1.42 -2.02 0.036
N 0.98 0.92 -1.42 -0.196
C 0.78 0.41 -0.23 0.443
O 1.67 0.29 0.66 -0.602
N -0.45 -0.22 -0.14 -0.059
H -2.43 1.07 -2.36 0.300
H 0.07 2.38 -2.64 0.253
H 1.60 1.83 -1.36 0.345
H -0.62 -0.41 1.02 0.215
C 1.23 -1.05 3.01 -0.298
C 1.75 -1.76 3.82 -0.119
H 0.47 -0.62 2.36 -0.128
H 2.28 -2.36 4.44 0.455
```


Which of them is most stable, and which least? Most stable: (one); least stable: (two).